(1)
Below is 2 unconnected molecules or ions with the total composition CH5NO at a distorted geometry, with properties calculated with wB97M-V/def2-TZVPD.

```
8
Properties=species:S:1:pos:R:3:forces:R:3
C 0.77486 1.14209 0.10155 -2.51 0.74 1.97
N -0.82811 -1.70833 -0.01926 0.28 -0.37 0.08
O 0.33690 -1.50977 0.44774 -0.02 -0.07 0.63
H 1.17477 0.85246 -0.77949 0.39 -0.47 -3.26
H 1.43376 0.82467 0.83604 0.80 -0.10 1.90
H -0.31170 1.25262 0.35089 1.38 -0.03 -0.57
H -0.96512 -1.39699 -0.93360 -0.08 0.35 -2.06
H -1.67208 -1.61894 0.50611 -0.25 -0.04 1.31
```
Forces are in eV/Å.

Properties
- total charge = 0
- orbital gap (spin up / spin down) (eV) = 8.90 / 9.69
- E_tot (hartree) = -170.905127
- max |F| (hartree/bohr) = 0.0645
- HOMO (spin up / spin down) (eV) = -8.609 / -9.197

Atomic partial charges in e from the Mulliken method, atoms 1 to 2:
1 C -0.88
2 N -0.14

---

(2)
Below is a molecular structure, C13H37AlBFN3O3 at a distorted geometry, with properties calculated with wB97M-V/def2-TZVPD.

```
59
Properties=species:S:1:pos:R:3:forces:R:3
C -2.81247 -1.90571 -1.73965 0.72 -1.12 0.73
C -1.28321 -2.15304 -1.97864 0.14 1.83 -0.02
F -1.04733 -3.35985 -2.66805 -0.39 -0.12 0.33
C -0.57318 -0.96728 -2.70769 -0.91 -0.06 0.09
Al 0.61652 0.07179 -1.40217 -0.29 0.80 -0.63
B 1.99599 -1.10558 -0.35456 1.67 -0.05 0.46
O 3.38375 -0.96778 -0.73626 -1.59 -0.80 -0.28
N 1.72870 -2.06140 0.77089 -0.33 -0.03 -0.89
C 1.57282 -3.44920 0.33522 0.55 -0.84 0.59
C 0.64655 -1.63068 1.65747 0.28 -0.11 0.48
H -3.08806 -2.50717 -0.83790 -0.08 0.34 -0.64
H -3.43278 -2.27387 -2.57734 0.34 0.53 0.21
H -2.98129 -0.84970 -1.46502 0.07 -0.44 -0.44
H -0.83770 -2.23468 -0.96251 -0.10 -0.55 -0.59
H -1.38662 -0.27249 -3.04043 0.67 -0.35 -0.02
H -0.01819 -1.27555 -3.61829 -0.32 -0.15 0.53
H 1.45145 1.21672 -2.18905 0.09 0.10 -0.14
H -0.34697 0.76609 -0.31511 -0.43 0.16 0.25
H 3.83456 -1.81833 -0.65691 0.27 0.07 0.56
H 1.97820 -4.14347 1.11787 -0.32 0.36 -0.46
H 0.51936 -3.76607 0.16284 0.40 0.36 -0.06
H 2.14947 -3.68041 -0.58912 -0.37 0.35 0.47
H 0.81450 -0.56565 1.92553 -0.20 -0.65 -0.13
H 0.69951 -2.24901 2.58827 -0.20 0.44 -0.49
H -0.37680 -1.71059 1.22472 0.45 -0.04 0.12
C -0.39503 0.52551 7.66587 -0.07 0.21 0.12
C 0.10577 0.37430 6.23254 -0.03 -0.31 0.24
C -0.73646 -0.59637 5.38632 0.19 0.14 -0.34
O -0.49445 -1.96925 5.65670 -0.30 0.14 0.11
C -1.19035 -2.48277 6.77600 0.27 -0.19 -0.12
N 1.51918 -0.01563 6.26180 -0.06 -0.01 -0.20
H -0.14321 -0.33397 8.28809 0.01 -0.03 -0.08
H 0.05987 1.40086 8.13405 0.03 -0.06 -0.05
H -1.47931 0.66109 7.69111 0.02 -0.03 0.00
H 0.03468 1.35899 5.76060 0.00 -0.07 -0.10
H -0.46012 -0.45384 4.33815 0.04 -0.09 0.03
H -1.80768 -0.37062 5.45958 -0.02 -0.02 0.15
H -2.17819 -2.02655 6.88844 0.02 0.07 0.03
H -0.60518 -2.34589 7.68869 -0.16 0.05 0.13
H -1.32032 -3.55571 6.62493 0.01 0.04 -0.07
H 1.87616 -0.02305 5.30950 0.05 0.11 0.03
H 1.55711 -0.99333 6.54039 0.02 0.05 0.07
C 0.20625 4.02718 -6.84461 0.06 0.07 -0.26
C 1.17450 3.31284 -5.90608 -0.36 0.10 0.13
C 0.57364 2.06854 -5.23006 0.34 -0.18 0.18
O -0.30612 2.35384 -4.16229 -0.24 0.03 -0.40
C -1.62800 2.66679 -4.54937 0.13 0.05 0.35
N 1.67727 4.27343 -4.91912 0.12 -0.07 -0.02
H -0.54523 4.60521 -6.30602 0.02 -0.07 0.07
H 0.74781 4.72781 -7.48481 0.01 -0.01 0.07
H -0.30956 3.31464 -7.49352 -0.02 0.01 0.04
H 2.02066 2.97425 -6.51320 0.02 -0.06 0.08
H 1.39315 1.49992 -4.78195 -0.07 0.04 0.14
H 0.09409 1.40303 -5.95999 -0.11 0.09 -0.08
H -1.94185 2.10234 -5.43318 0.02 0.04 -0.06
H -1.73290 3.74067 -4.72951 -0.14 0.00 -0.17
H -2.28751 2.40575 -3.71981 0.08 -0.06 0.01
H 2.39042 3.81734 -4.35620 0.01 0.01 -0.02
H 0.92413 4.44551 -4.25716 0.01 0.00 -0.02
```
Forces are in eV/Å.

Properties
- total charge = -1
- orbital gap (eV) = 6.55
- E_tot (hartree) = -1274.645998
- max |F| (hartree/bohr) = 0.0357
- HOMO (eV) = -3.982

Atomic partial charges in e from the Mulliken method, atoms 1 to 2:
1 C -1.46
2 C 1.67

---

(3)
Below is a single C5H8O2 molecule, with properties calculated with wB97M-V/def2-TZVPD.

```
15
Properties=species:S:1:pos:R:3:forces:R:3
C 1.50037 0.72166 -0.39928 0.09 -0.13 -0.13
C 0.32512 0.05659 0.30851 -0.01 0.18 -0.28
O 0.66459 -0.41786 1.60085 0.24 -0.10 -0.02
C -1.08379 0.73149 0.42399 0.06 0.11 0.04
C -1.66380 -0.50847 -0.25923 -0.22 -0.18 0.16
O -1.07482 -0.53153 -1.55941 0.05 0.06 -0.21
C -0.33520 -1.07661 -0.47731 -0.08 -0.34 0.19
H 1.21080 1.59786 -0.98269 -0.03 -0.11 0.08
H 2.27334 1.01400 0.31758 -0.13 0.05 -0.08
H 1.92629 -0.01281 -1.10233 0.05 0.31 0.20
H 1.44714 -0.97656 1.49782 -0.11 0.07 0.15
H -1.38493 0.89044 1.46241 0.13 -0.10 -0.14
H -1.22354 1.64478 -0.16257 0.01 -0.15 0.12
H -2.60199 -1.03264 -0.10764 0.07 0.24 -0.12
H 0.02042 -2.10034 -0.56070 -0.12 0.08 0.03
```
Forces are in eV/Å.

Properties
- total charge = 0
- orbital gap (eV) = 10.69
- SMILES = C[C@@]1(O)C[C@H]2O[C@H]21
- E_tot (hartree) = -345.715773
- max |F| (hartree/bohr) = 0.0076
- HOMO (eV) = -9.778

Atomic partial charges in e from the Mulliken method, atoms 1 to 2:
1 C -1.51
2 C 1.65

---

(4)
Below is 2 unconnected molecules or ions with the total composition C8H19N3O at a distorted geometry, with properties calculated with wB97M-V/def2-TZVPD.

```
31
Properties=species:S:1:pos:R:3:forces:R:3
C -0.05804 -0.37988 -0.89249 -0.96 -0.16 0.21
C -1.13594 0.46240 -0.86247 1.76 -0.12 -0.32
C -0.97178 -1.53675 0.98986 0.53 0.52 0.71
C -2.34663 -1.18427 0.42283 1.70 -1.80 -2.26
C -3.70998 2.17596 -0.40459 -1.38 4.43 -1.12
C 4.95777 0.23687 1.52900 1.96 -1.95 -2.32
C -3.57117 0.73048 -0.43625 -0.27 -1.83 3.39
C 3.78574 0.00266 -0.60693 0.90 3.57 -1.19
N 0.12784 -1.42243 0.03239 -0.55 0.00 -0.96
N -2.25299 0.22600 0.13351 0.87 0.42 -4.72
N 4.28609 -0.54127 0.43907 -1.57 -1.76 0.13
O 3.19615 -0.64819 -1.53868 -0.84 -1.53 -1.65
H 0.73977 -0.38807 -1.67186 -1.16 0.51 0.58
H -1.21614 1.28443 -1.61704 -0.36 -0.79 1.18
H -0.74302 -0.73383 1.73390 -0.23 -0.74 -0.04
H -0.96006 -2.49160 1.51951 0.06 0.12 -0.26
H -2.55141 -1.68106 -0.60805 -0.06 0.37 2.15
H -3.04843 -1.28868 1.20544 -1.18 -0.62 0.42
H -3.19168 2.78237 0.38533 -0.28 -1.03 -0.39
H -3.41891 2.73930 -1.41100 -0.63 -1.45 1.98
H -4.83210 2.41124 -0.22870 1.80 -0.30 -0.49
H 5.91570 -0.29919 1.59195 -0.15 0.42 0.53
H 5.17310 1.20263 1.14564 -0.05 0.94 -0.18
H 4.46761 0.23472 2.44184 -1.25 -0.11 1.47
H -3.81390 0.34268 -1.40533 0.37 -0.75 -0.35
H -4.12943 0.17877 0.39120 -0.84 1.25 -1.56
H 3.89855 1.12440 -0.83864 0.09 -1.62 1.01
H -2.08527 0.61567 1.01208 0.33 1.82 1.54
H 4.10418 -1.60641 0.48767 0.68 2.14 0.32
H 0.31732 -2.28614 -0.47800 0.16 0.11 0.36
H 3.06703 -0.26281 -2.46117 0.55 -0.07 1.87
```
Forces are in eV/Å.

Properties
- total charge = +2
- orbital gap (eV) = 9.53
- E_tot (hartree) = -555.065713
- max |F| (hartree/bohr) = 0.0938
- HOMO (eV) = -15.827

Atomic partial charges in e from the Mulliken method, atoms 1 to 2:
1 C -0.47
2 C -0.31

---

(5)
Below is 2 unconnected molecules or ions with the total composition CH9N4P at a distorted geometry, with properties calculated with wB97M-V/def2-TZVPD.

```
15
Properties=species:S:1:pos:R:3:forces:R:3
C 2.25515 -0.12479 0.83611 0.36 0.52 -0.95
N 1.70874 0.88790 0.00229 -1.61 0.75 -0.85
N -0.78484 -0.38798 1.30626 -0.65 0.94 -1.00
N -1.39535 -0.95205 -1.06051 -1.04 -1.12 -0.89
N -1.66908 1.59884 -0.43523 -0.63 -1.53 0.54
P -0.66770 0.28269 -0.22595 4.56 1.66 0.03
H 2.16275 0.10604 1.88921 0.20 0.02 0.87
H 3.37241 -0.16476 0.55502 -1.51 -0.64 0.41
H 1.62352 -0.99329 0.64261 1.00 -0.88 0.04
H -1.43390 -1.13772 1.24416 -0.30 -0.91 1.05
H 0.02734 -0.39764 1.90589 -0.32 -0.23 -0.08
H -0.95381 -1.83133 -0.81181 -0.15 0.01 -0.41
H -1.63802 -0.90365 -2.06528 0.41 0.25 1.16
H -2.35741 1.46590 0.31070 -0.18 1.34 -0.53
H -1.28023 2.49894 -0.68135 -0.12 -0.17 0.60
```
Forces are in eV/Å.

Properties
- total charge = 0
- orbital gap (spin up / spin down) (eV) = 7.36 / 7.52
- E_tot (hartree) = -603.742989
- max |F| (hartree/bohr) = 0.0944
- HOMO (spin up / spin down) (eV) = -6.733 / -7.008

Atomic partial charges in e from the Mulliken method, atoms 1 to 2:
1 C -0.61
2 N -0.42

---

(6)
Below is a molecular structure, C17H26N2O5S at a distorted geometry, with properties calculated with wB97M-V/def2-TZVPD.

```
51
Properties=species:S:1:pos:R:3:forces:R:3
O -0.45170 -1.52932 5.00228 1.79 2.96 -1.86
S 0.39204 -0.51562 4.22980 0.85 -4.68 6.96
O 0.95827 0.64781 4.89241 -1.20 -0.14 -0.22
N 1.67893 -1.42422 3.69581 -0.53 -0.63 1.21
C 2.71767 -0.48866 3.33206 7.74 -16.42 4.14
H 2.37675 0.18949 2.89251 -4.31 11.26 -6.07
C 3.66805 -0.47812 4.53765 4.03 10.34 -5.65
H 4.76321 0.24856 4.06817 -3.12 -1.54 0.99
O 4.26632 -1.41312 5.15772 -0.89 -5.50 1.53
C 3.03398 -2.15410 5.62351 7.33 -0.27 7.32
H 3.68378 -3.11510 6.13718 -2.65 2.45 -0.91
C 2.28542 -2.55285 4.58745 -9.28 -3.56 -6.45
H 1.09049 -2.90726 5.00317 3.79 0.27 -0.83
H 2.69101 -3.37033 3.79487 -0.70 2.03 2.17
H 2.56482 -1.41020 6.37155 0.40 -1.60 -0.95
H 3.24088 0.23129 5.17130 -0.88 1.25 1.60
H 3.20404 -1.27242 2.53890 -0.17 2.47 1.01
C -0.37014 -0.09599 2.89489 -0.15 6.03 -5.31
C -0.23990 1.37375 2.35100 3.14 -7.37 10.88
C -0.88883 1.56881 1.29815 1.17 11.32 -1.65
C -1.48202 0.82361 0.52878 -5.74 -11.12 -7.63
C -1.42440 -0.78987 0.90790 2.83 13.60 4.51
C -0.81969 -1.05085 1.99551 0.47 -5.22 5.28
H -0.87757 -2.19135 2.38194 0.59 2.65 -0.86
H -1.76158 -1.15250 0.19424 -5.53 -7.71 -10.89
O -2.08680 1.24738 -0.74094 0.95 0.52 5.14
C -2.89313 0.37458 -1.47399 6.30 -0.95 -4.85
C -3.14520 1.14681 -2.82359 -7.78 0.71 4.82
O -3.97289 0.16467 -3.53826 2.42 1.04 -1.05
H -3.31091 -0.19766 -4.16119 -0.45 -0.32 0.11
C -2.05522 1.93316 -3.50738 -4.47 4.94 2.96
N -1.31461 1.07882 -4.13729 4.85 -6.71 -4.63
C -1.18333 1.18935 -5.66075 -5.27 2.90 3.33
C -0.23933 0.24507 -5.98459 6.57 -3.02 -5.42
H -0.65878 -0.71537 -6.34277 0.33 0.54 0.56
H 0.61677 0.52682 -7.00064 -3.03 -0.45 2.71
C 0.73599 0.11358 -4.80078 -0.62 -8.65 -1.88
H 0.60414 -1.36810 -4.54864 0.79 3.94 -0.73
H 1.78066 0.19262 -4.92696 0.88 0.44 -0.38
C 0.15894 0.66528 -3.67145 -5.35 1.06 3.79
H 0.39357 1.65959 -3.69154 2.17 2.78 1.73
H 0.09653 0.06522 -2.65669 0.45 1.67 -2.10
H -0.86505 2.20095 -5.70756 0.24 1.25 -1.18
H -2.27327 1.06119 -6.01811 1.96 0.28 -0.07
H -1.46832 2.51102 -2.64855 -1.31 -0.48 -1.74
H -2.74099 2.66482 -4.26626 2.32 -1.42 1.90
H -4.16960 1.84507 -2.38473 3.18 -0.90 -1.48
H -3.74623 -0.16031 -1.10261 -0.15 0.04 0.56
H -1.92325 -0.33205 -1.97489 -3.14 0.32 1.54
H -0.83612 2.64292 1.07923 -0.47 0.01 -0.77
H 0.19658 2.07314 3.10219 -0.33 -0.42 -1.20
```
Forces are in eV/Å.

Properties
- total charge = 0
- orbital gap (eV) = 7.90
- E_tot (hartree) = -1546.511408
- max |F| (hartree/bohr) = 0.3620
- HOMO (eV) = -8.646

Atomic partial charges in e from the Mulliken method, atoms 1 to 2:
1 O -0.83
2 S 1.32